# 1
ORCA calculation (the ωB97M-V functional and the def2-TZVPD basis) on a structure of composition C51H52Ge2IN2PdS6.

multiplicity = 5
calculated total energy = -9052.8543 Eh
<S²> = 6.025
lowest unoccupied orbital energy (spin up / spin down) = 2.27 / -0.71 eV
net charge = -1
frontier orbital gap (spin up / spin down) = 0.2620 / 0.1574 Eh
relative energy (zero: lowest compared OMol25 entry of this formula, charge and spin) = 0.1774 eV

Each line ends with the Löwdin spin population.
Geometry (Å):
Pd 0.596 0.412 0.695  1.22
C 1.757 5.019 -2.668  0.00
C 2.754 4.160 -1.952  0.00
C 3.213 4.500 -0.689  0.00
C 4.124 3.706 -0.011  0.00
C 4.665 4.135 1.320  0.00
C 4.596 2.541 -0.623  0.00
C 4.162 2.193 -1.902  0.00
C 4.678 0.980 -2.617  0.01
C 3.231 2.999 -2.541  0.00
C 5.716 1.811 0.012  0.00
C 6.988 2.093 -0.476  0.00
C 8.102 1.490 0.072  0.00
C 7.934 0.596 1.111  0.00
C 6.667 0.287 1.609  0.00
C 5.551 0.907 1.061  0.01
Ge 3.660 0.331 1.517  0.03
S 2.786 -0.536 -0.277  0.37
S 3.466 -1.008 3.363  0.04
Ge 1.470 0.094 3.721  0.04
S -0.249 -0.794 2.770  0.69
S 2.090 1.877 2.318  0.12
C 1.151 0.502 5.675  0.00
C 1.412 -0.477 6.630  0.00
C 1.079 -0.240 7.960  0.00
C 0.508 0.957 8.346  0.00
C 0.254 1.925 7.396  0.00
C 0.555 1.700 6.055  0.00
C 0.136 2.741 5.087  0.00
C 0.987 3.772 4.696  0.00
C 2.412 3.841 5.165  0.00
C 0.499 4.777 3.870  0.00
C -0.820 4.799 3.458  0.00
C -1.364 5.884 2.584  0.00
C -1.662 3.779 3.882  0.00
C -1.201 2.742 4.674  0.00
C -2.124 1.640 5.099  0.00
C 2.049 -1.768 6.290  0.00
C 1.324 -2.815 5.725  0.00
C -0.152 -2.725 5.485  0.01
C 1.977 -4.008 5.437  0.00
C 3.313 -4.196 5.737  0.00
C 4.007 -5.489 5.428  0.00
C 4.003 -3.161 6.356  0.00
C 3.394 -1.952 6.630  0.00
C 4.164 -0.845 7.290  0.00
C 6.664 -0.721 2.696  0.00
C 6.644 -0.327 4.033  0.00
C 6.299 1.082 4.410  0.00
C 6.929 -1.267 5.014  0.00
C 7.204 -2.587 4.699  0.00
C 7.602 -3.582 5.752  0.00
C 7.146 -2.976 3.367  0.00
C 6.889 -2.060 2.363  0.00
C 6.866 -2.486 0.926  0.00
H 1.525 5.905 -2.083  0.00
H 0.836 4.459 -2.825  0.00
H 2.142 5.321 -3.642  0.00
H 2.837 5.395 -0.217  0.00
H 4.170 5.043 1.653  0.00
H 5.738 4.319 1.247  0.00
H 4.512 3.366 2.078  0.00
H 5.344 0.395 -1.989  0.00
H 5.210 1.284 -3.518  0.00
H 3.846 0.346 -2.914  0.00
H 2.872 2.706 -3.519  0.00
H 7.086 2.793 -1.295  0.00
H 9.091 1.714 -0.310  0.00
H 8.795 0.112 1.552  0.00
H 1.269 -1.015 8.689  0.00
H 0.246 1.130 9.381  0.00
H -0.191 2.870 7.677  0.00
H 2.682 2.955 5.737  0.00
H 2.551 4.721 5.797  0.00
H 3.082 3.926 4.311  0.00
H 1.174 5.552 3.538  0.00
H -0.575 6.553 2.254  0.00
H -2.119 6.458 3.125  0.00
H -1.833 5.434 1.712  0.00
H -2.697 3.786 3.571  0.00
H -3.044 1.677 4.522  0.00
H -2.368 1.728 6.160  0.00
H -1.662 0.666 4.933  0.00
H -0.534 -1.733 5.720  0.00
H -0.674 -3.458 6.102  0.00
H -0.379 -2.939 4.442  0.01
H 1.415 -4.804 4.969  0.00
H 3.300 -6.226 5.057  0.00
H 4.490 -5.890 6.319  0.00
H 4.770 -5.328 4.666  0.00
H 5.042 -3.294 6.614  0.00
H 5.186 -1.159 7.486  0.00
H 3.702 -0.550 8.232  0.00
H 4.187 0.030 6.642  0.00
H 6.626 1.787 3.648  0.00
H 6.739 1.355 5.367  0.00
H 5.214 1.165 4.495  0.00
H 6.951 -0.952 6.047  0.00
H 7.513 -3.154 6.748  0.00
H 8.641 -3.883 5.608  0.00
H 6.985 -4.478 5.694  0.00
H 7.323 -4.010 3.100  0.00
H 6.938 -3.567 0.846  0.00
H 7.692 -2.036 0.373  0.00
H 5.937 -2.165 0.454  0.00
S 0.539 1.814 -1.376  0.18
C 0.558 3.040 -0.276  0.02
N 0.531 3.965 0.420  0.04
S 0.262 -4.076 0.765  0.08
C 0.212 -2.609 0.148  0.05
N 0.123 -1.578 -0.412  0.13
I -2.143 1.748 1.212  0.25
C -1.804 0.051 0.012  0.61
H -2.026 0.233 -1.030  0.02
H -2.263 -0.820 0.456  0.02

Cartesian forces, eV/Å:
0.2 -1.4 -0.8
0.0 -0.1 0.0
0.3 0.1 -0.1
0.1 0.0 -0.1
0.0 0.0 -0.1
0.0 0.0 0.0
-0.2 0.3 -0.2
0.0 0.1 0.0
0.0 0.0 0.0
0.3 0.2 0.2
0.1 0.1 -0.1
0.0 0.0 0.1
0.0 0.0 0.0
0.1 0.0 0.0
0.3 0.1 -0.1
-0.9 -0.3 0.5
0.2 0.0 -0.3
0.2 0.3 0.9
-0.8 0.5 -0.1
2.0 0.9 0.6
-0.3 0.0 -0.6
0.0 -1.1 0.3
0.1 -0.2 -1.0
0.0 0.1 0.2
0.0 0.0 0.0
0.0 0.0 0.1
0.1 0.1 -0.1
0.0 0.1 0.2
-0.1 0.3 -0.1
0.0 0.0 0.1
0.0 0.0 0.0
-0.1 -0.1 0.0
0.0 0.0 0.1
0.0 -0.1 0.0
0.2 -0.1 0.0
0.0 0.0 -0.1
0.0 0.0 0.0
0.0 -0.3 0.0
0.1 0.1 0.1
0.0 0.1 0.0
0.1 0.0 0.0
-0.2 0.0 0.0
0.0 0.1 0.0
-0.1 0.1 0.0
0.1 0.0 0.0
0.0 -0.1 0.0
0.1 -0.2 0.3
0.1 0.0 -0.1
0.0 0.0 0.0
0.0 -0.1 0.0
0.0 0.0 0.0
0.0 0.1 -0.1
-0.1 0.1 0.0
0.0 0.0 0.0
0.0 0.0 0.0
-0.1 0.1 0.0
-0.1 0.0 0.0
0.0 0.1 -0.1
-0.1 0.1 0.1
0.0 0.1 0.1
0.1 0.0 0.1
0.0 0.0 0.1
0.0 -0.1 -0.1
0.1 0.0 -0.1
-0.1 -0.1 0.0
-0.1 0.0 -0.1
0.0 0.1 0.0
0.0 0.0 0.0
0.1 -0.1 0.1
0.0 -0.1 0.1
0.0 0.0 0.1
-0.1 0.1 0.0
0.1 0.0 0.0
0.1 0.0 0.0
0.1 0.0 0.0
0.1 0.1 -0.1
0.0 0.1 -0.1
0.0 0.1 0.0
0.0 0.1 -0.2
-0.2 0.0 0.0
-0.1 0.0 0.0
0.0 -0.1 0.0
-0.1 -0.1 0.1
-0.1 0.0 0.0
-0.1 0.0 0.0
-0.1 -0.1 -0.1
-0.1 -0.1 -0.1
0.0 -0.1 -0.1
0.1 -0.1 0.0
0.1 -0.1 -0.1
0.2 0.0 0.1
0.1 0.0 0.0
0.1 0.1 0.0
0.0 0.2 0.0
0.0 0.1 0.0
0.0 0.0 0.1
-0.1 0.1 0.0
0.0 0.0 0.1
0.0 0.0 0.1
0.0 -0.1 0.0
0.0 -0.1 0.1
0.0 -0.1 0.0
0.0 -0.1 0.0
0.0 0.0 -0.1
0.0 0.0 -0.1
-0.1 -0.7 0.2
-0.3 1.0 -0.4
-0.1 0.3 0.3
0.1 -1.1 0.8
-0.3 0.7 -0.9
-0.1 0.4 0.0
-0.1 -0.3 -0.1
-1.0 0.4 0.3
0.3 0.1 0.0
0.2 -0.1 0.1



# 2
ORCA calculation (the ωB97M-V functional and the def2-TZVPD basis) on a structure of composition C51H52N3P2Rh.

multiplicity = 5
calculated total energy = -2931.9538 Eh
<S²> = 6.017
lowest unoccupied orbital energy (spin up / spin down) = 0.57 / -0.87 eV
net charge = 0
frontier orbital gap (spin up / spin down) = 0.2508 / 0.2234 Eh

Each line ends with the Löwdin spin population.
Geometry (Å):
Rh 0.549 0.239 0.263  2.34
C -2.513 -0.794 2.411  0.00
P -3.145 -2.295 1.533  0.00
C -2.575 -3.567 2.731  0.00
C -2.863 -3.381 4.070  0.00
C -2.479 -4.341 4.975  0.00
C -1.887 -5.563 4.587  0.00
C -1.620 -5.715 3.265  0.00
C -1.893 -4.716 2.325  0.00
C -1.924 -2.686 0.166  0.01
C -2.528 -3.319 -0.934  0.00
C -1.739 -3.907 -1.945  0.01
C -0.395 -4.079 -1.745  0.00
C 0.224 -3.519 -0.581  0.01
C -0.531 -2.734 0.297  0.01
C -2.477 0.462 1.625  0.02
C -3.495 1.351 1.530  0.01
C -3.138 2.299 0.517  0.02
C -1.893 1.873 -0.056  0.01
C -1.097 2.299 -1.201  0.01
P -0.876 0.877 -2.495  0.02
C -0.087 1.657 -4.021  0.00
C 0.097 3.029 -4.113  0.00
C 0.768 3.528 -5.235  0.00
C 1.194 2.677 -6.282  0.00
C 0.905 1.317 -6.206  0.00
C 0.400 0.796 -5.036  0.00
C -2.573 0.466 -3.002  0.00
C -3.163 0.684 -4.236  0.00
C -4.454 0.227 -4.513  0.00
C -5.238 -0.339 -3.574  0.00
C -4.700 -0.425 -2.274  0.00
C -3.426 -0.043 -2.004  0.00
N -1.484 0.762 0.679  0.14
H -3.092 -0.781 3.286  0.00
H -1.547 -1.061 2.820  0.00
H -3.431 -2.526 4.350  0.00
H -2.548 -4.225 5.998  0.00
H -1.571 -6.322 5.306  0.00
H -1.092 -6.639 2.966  0.00
H -1.539 -4.869 1.264  0.00
H -3.642 -3.201 -1.156  0.00
H -2.222 -4.210 -2.898  0.00
H 0.162 -4.495 -2.566  0.00
H 1.316 -3.583 -0.432  0.00
H 0.071 -2.364 1.102  0.01
H -4.438 1.325 2.027  0.00
H -3.805 3.145 0.258  0.00
H -1.720 2.990 -1.746  0.00
H -0.070 2.732 -1.077  0.00
H -0.137 3.754 -3.355  0.00
H 0.803 4.599 -5.365  0.00
H 1.610 3.130 -7.191  0.00
H 1.331 0.670 -7.009  0.00
H 0.442 -0.236 -4.986  0.00
H -2.585 1.229 -4.980  0.00
H -4.847 0.432 -5.539  0.00
H -6.234 -0.709 -3.741  0.00
H -5.276 -0.862 -1.467  0.00
H -3.071 -0.014 -0.970  0.00
C -0.220 0.843 4.428  0.00
C 0.480 -0.414 4.239  0.02
C 0.320 -1.402 5.220  0.00
C 0.937 -2.628 5.104  0.01
C 1.720 -2.903 4.002  0.00
C 1.945 -1.930 3.037  0.02
C 2.857 -2.145 1.941  0.01
C 1.312 -0.691 3.109  0.03
N 1.493 0.240 2.116  0.31
C 2.485 1.177 2.279  0.21
C 3.389 1.202 3.530  0.02
C 2.672 2.065 1.191  0.19
C 3.975 2.874 1.209  0.03
N 1.823 2.049 0.115  0.32
C 2.360 2.628 -1.070  0.03
C 3.129 1.862 -1.957  0.01
C 3.538 0.448 -1.545  0.02
C 3.550 2.403 -3.163  0.00
C 3.296 3.742 -3.420  0.01
C 2.562 4.587 -2.604  0.00
C 2.077 4.043 -1.397  0.01
C 1.404 4.863 -0.321  0.00
H 0.509 1.705 4.629  0.00
H -0.852 0.863 5.296  0.00
H -0.744 1.174 3.487  0.00
H -0.398 -1.310 6.006  0.00
H 0.778 -3.409 5.893  0.00
H 2.277 -3.768 3.781  0.00
H 2.504 -1.844 0.967  0.01
H 3.091 -3.247 1.928  0.00
H 3.803 -1.683 2.001  0.00
H 2.777 0.989 4.362  0.00
H 3.819 2.226 3.732  0.00
H 4.207 0.399 3.526  0.01
H 4.782 2.156 1.553  0.01
H 3.998 3.778 1.802  0.01
H 4.290 3.161 0.207  0.00
H 4.231 0.146 -2.320  0.00
H 2.633 -0.153 -1.363  0.01
H 4.170 0.572 -0.602  0.00
H 4.091 1.865 -3.956  0.00
H 3.724 4.145 -4.356  0.00
H 2.499 5.656 -2.902  0.00
H 1.069 5.889 -0.701  0.00
H 2.026 4.882 0.582  0.00
H 0.490 4.316 0.026  0.00
C -0.040 -0.466 -1.894  0.07
H 0.938 -0.573 -2.410  0.01
H -0.589 -1.413 -1.734  0.00

Cartesian forces, eV/Å:
-1.1 -0.3 -0.8
1.7 -0.7 -0.8
0.3 0.0 -0.8
0.4 -0.1 -1.2
0.1 -0.8 -0.1
0.7 -1.5 -0.7
-0.4 1.3 0.6
1.0 -1.0 -1.4
0.2 -0.5 -0.7
-1.0 -0.4 0.4
-0.7 0.9 -1.0
-1.2 0.0 0.0
0.8 0.9 0.9
-0.3 0.1 -1.2
0.5 -1.7 -0.8
0.8 -0.6 -1.0
0.3 1.5 -1.3
0.4 -0.1 -0.9
-1.8 -0.7 3.3
0.6 -0.2 -2.1
-0.9 2.3 -0.7
0.1 -1.3 1.2
0.8 -0.2 -1.1
-0.5 -0.8 -1.0
-1.2 1.2 0.4
1.9 0.2 -0.6
-0.5 2.1 0.0
-0.9 0.1 0.5
0.9 0.0 -0.2
0.2 1.4 -2.6
0.2 -0.6 2.1
-1.1 -0.7 -0.4
1.4 0.5 0.8
-0.7 0.2 0.3
-1.2 0.7 1.1
0.6 0.0 -0.1
-0.2 0.5 0.5
-0.6 0.7 2.0
-0.3 0.4 -0.1
-0.4 0.6 -0.1
-0.7 0.2 1.4
1.6 -0.3 0.8
0.4 0.1 0.8
0.5 -0.3 0.1
-0.7 -0.1 -0.2
-0.4 0.6 0.8
-0.3 0.0 0.4
0.8 -0.6 -0.2
-0.1 0.7 -0.4
-1.1 -0.5 0.2
-0.5 -0.2 0.3
0.5 0.1 0.1
0.0 -0.3 0.5
-0.7 0.3 0.8
-0.5 -2.0 0.7
-0.2 -0.3 -0.2
0.3 -0.3 1.0
-0.2 0.0 -0.3
-0.2 0.2 0.0
-0.2 -0.5 -0.3
0.6 3.2 -1.2
0.7 -1.7 0.0
0.2 -0.2 -1.0
0.1 -1.6 0.8
0.1 1.3 -0.3
-1.2 1.2 0.9
0.7 -2.9 -1.3
-1.1 -0.6 2.5
1.8 1.7 0.3
-0.7 -0.7 -0.3
0.8 0.4 -1.2
0.2 0.5 -0.5
0.7 -1.6 -0.4
2.0 0.2 1.0
-0.8 2.4 -1.2
-0.4 -0.9 0.6
0.6 1.8 0.9
0.0 0.9 -0.3
0.6 0.2 -1.5
0.3 -0.4 1.0
0.6 -1.2 0.4
-1.4 0.1 -0.5
-0.7 -1.0 -0.3
-0.6 -0.3 0.2
0.2 -0.3 1.0
-0.2 0.6 0.5
0.1 0.8 -0.9
0.2 -1.5 0.5
-0.5 0.0 -0.4
-0.1 0.9 -0.4
1.2 0.9 0.5
-0.7 -0.4 1.1
-0.3 -1.2 -0.5
-1.0 1.2 -0.2
-0.7 1.1 -0.1
-0.2 0.1 0.4
-0.2 0.0 -0.1
-0.2 -0.9 -0.1
0.7 -0.2 -0.1
-1.0 -0.5 -0.9
-0.2 -0.1 0.8
-0.4 -0.1 0.5
-0.3 -0.8 0.6
0.8 -1.3 0.7
0.0 0.5 -0.2
0.5 0.6 -0.3
1.6 -1.1 0.7
-0.8 -0.2 0.1
0.3 0.9 -0.5